<P>
Here is 2 unconnected molecules or ions with the total composition C25H32N2O2 from OMol25. Energies are from wB97M-V/def2-TZVPD.

E_HOMO, eV: -8.16

Geometry (Å):
O 0.5657 -1.6703 3.5988
C -0.1148 -1.8263 2.6266
N -1.3478 -2.2504 2.5897
H -1.8836 -2.3312 3.3456
C -2.3729 -2.1480 1.1661
C -1.6197 -0.9224 0.2325
N -0.1887 -1.0767 0.0132
C 0.5972 -1.7529 1.0848
O 1.8084 -1.9479 0.9276
C 0.3096 -1.2540 -1.2281
C 0.7350 0.0643 -1.8341
C 1.1912 -0.0520 -3.3406
C 1.1093 1.4607 -3.8713
C 1.8405 1.5085 -5.2427
C 3.0013 0.6680 -5.5868
C 3.5642 1.0894 -7.0382
C 2.3125 0.5795 -7.9457
C 1.1203 1.2803 -7.7249
C 0.7110 0.8779 -6.1340
H -0.1593 1.6041 -6.0597
H 0.4840 -0.1423 -6.1270
H 0.5333 0.8979 -8.4207
H 1.3651 2.2413 -7.8668
H 2.8931 0.7527 -8.9922
H 2.3371 -0.9075 -7.8220
H 3.6924 1.9913 -7.0979
H 4.2867 0.5019 -7.2005
H 3.9505 1.0292 -4.7980
H 2.9676 -0.1722 -5.4125
H 1.9114 2.6546 -5.4984
H 2.1352 1.8982 -3.1941
H 0.3150 1.9334 -3.7941
H 0.4737 -0.5012 -3.8334
H 1.9652 -0.4071 -3.2658
H 1.1665 0.7475 -1.2340
H -0.2503 0.5839 -1.7693
H -0.3659 -2.0105 -1.9156
H 1.4717 -1.5310 -1.1297
H -2.0311 -1.1102 -0.6822
C -1.6570 0.4598 0.7497
C -1.1540 0.9229 2.1838
C 0.3893 1.3400 1.9612
C 0.9490 1.4526 3.0745
C 0.2871 1.3325 4.3278
C -0.9193 0.7784 4.4287
C -1.6720 0.7102 5.9295
C -2.9716 0.4205 5.9941
C -3.8028 0.2227 4.8860
C -3.0857 0.1347 3.5672
C -1.6361 0.6523 3.2675
H -3.7327 0.0484 2.7081
H -4.6867 -0.2111 4.9197
H -3.3646 0.0825 7.0811
H -0.9988 0.9961 6.7380
H 0.9142 1.5155 5.4197
H 2.1323 1.8227 3.1785
H 0.5742 1.2463 1.0022
H -2.8661 0.6155 0.8338
H -1.4080 1.0859 0.0916
H -3.1196 -1.6311 1.6779
H -2.2400 -3.1104 0.7166

Results of the Mulliken charge analysis, in e, for atoms 1 through 6:
1 O -0.589
2 C 0.383
3 N -0.241
4 H 0.327
5 C -1.088
6 C -0.549

=====

<Q>
Here is a single C25H32N2O2 molecule from OMol25. Energies are from wB97M-V/def2-TZVPD.

Structure (SMILES): CC(C)c1ccc(C(=O)N2CCCN(C(=O)c3ccc(C(C)C)cc3)CC2)cc1
E_HOMO, eV: -8.97

Geometry (Å):
C 1.7585 -5.0958 -5.4406
C 2.6360 -5.5866 -4.2869
C 2.3747 -7.0660 -3.9965
C 2.4124 -4.7510 -3.0509
C 1.1657 -4.6937 -2.4371
C 0.9631 -3.9217 -1.3097
C 2.0115 -3.1870 -0.7650
C 1.8354 -2.4198 0.5058
O 2.4425 -2.7274 1.5163
N 0.9407 -1.3975 0.4862
C 0.7177 -0.6710 1.7206
C 1.6386 0.5484 1.8472
C 1.0591 1.8150 1.1977
N 0.2798 1.5316 0.0141
C -1.0066 1.9258 -0.1691
O -1.6745 1.5142 -1.1023
C -1.5621 2.9151 0.8032
C -2.6967 2.5906 1.5369
C -3.2677 3.5179 2.3871
C -2.7365 4.7969 2.5096
C -3.3608 5.8175 3.4284
C -4.7952 6.1293 2.9963
C -3.3229 5.3375 4.8809
C -1.6154 5.1206 1.7550
C -1.0295 4.1944 0.9122
C 0.8298 0.6096 -0.9573
C 0.3673 -0.8360 -0.7115
C 3.2648 -3.2574 -1.3578
C 3.4557 -4.0230 -2.4936
H 1.9498 -4.0439 -5.6420
H 0.7043 -5.2130 -5.2025
H 1.9714 -5.6652 -6.3426
H 3.6845 -5.4783 -4.5861
H 2.6052 -7.6672 -4.8733
H 2.9960 -7.4049 -3.1704
H 1.3333 -7.2309 -3.7321
H 0.3390 -5.2587 -2.8409
H -0.0098 -3.8939 -0.8402
H 0.9328 -1.3682 2.5334
H -0.3323 -0.3698 1.7690
H 1.8174 0.7606 2.9014
H 2.6003 0.2886 1.4028
H 1.8791 2.4997 0.9445
H 0.4064 2.3192 1.9124
H -3.1278 1.6054 1.4360
H -4.1432 3.2405 2.9546
H -2.7756 6.7414 3.3594
H -4.8145 6.4639 1.9615
H -5.4260 5.2483 3.0831
H -5.2138 6.9140 3.6226
H -2.3007 5.1176 5.1817
H -3.9190 4.4373 5.0072
H -3.7197 6.1061 5.5403
H -1.1943 6.1136 1.8261
H -0.1632 4.4667 0.3266
H 1.9186 0.6753 -0.9344
H 0.4663 0.9126 -1.9431
H -0.7255 -0.8305 -0.6322
H 0.6525 -1.4465 -1.5679
H 4.0881 -2.7091 -0.9242
H 4.4350 -4.0609 -2.9498

Results of the Mulliken charge analysis, in e, for atoms 1 through 6:
1 C -1.466
2 C 0.170
3 C -1.464
4 C 1.125
5 C 0.070
6 C -0.560

=====

Which one sits at the bottom of the stability order? <P> does.

=====

<P>
Here is a single C5H7NO3 molecule from OMol25. Energies are from wB97M-V/def2-TZVPD.

Structure (SMILES): CC1(C)N=C(O)OC1=O
E_HOMO, eV: -9.94

Geometry (Å):
C 0.6412 -1.4446 0.7512
C 0.2301 -0.2552 -0.1103
C 0.6706 -0.4184 -1.5612
N 0.7955 0.9998 0.4539
C -0.0254 1.8106 0.8036
O -0.3971 2.9262 1.2952
O -1.6162 1.1394 0.4853
C -1.3267 -0.0410 -0.0350
O -2.0860 -0.8893 -0.4212
H 0.1392 -2.3327 0.3731
H 1.7203 -1.5835 0.7092
H 0.3455 -1.2928 1.7890
H 0.3956 0.4557 -2.1509
H 0.1690 -1.2898 -1.9767
H 1.7498 -0.5530 -1.6131
H -1.4053 2.7684 1.2079

Results of the Mulliken charge analysis, in e, for atoms 1 through 6:
1 C -1.523
2 C 1.624
3 C -1.523
4 N -0.522
5 C 0.583
6 O -0.459

=====

<Q>
Here is a single C5H7NO3 molecule from OMol25. Energies are from wB97M-V/def2-TZVPD.

Structure (SMILES): CN/C(C=O)=C\C(=O)O
E_HOMO, eV: -8.63

Geometry (Å):
C -2.1823 -0.8595 -1.0067
N -0.8984 -0.5346 -1.4260
C 0.2723 -0.4324 -0.7109
C 1.6009 -0.4506 -1.5377
O 2.6148 0.0252 -1.0100
C 0.6091 -0.2279 0.6246
C -0.1490 0.5654 1.5076
O 0.3013 0.8818 2.5927
O -1.3596 1.0214 1.1408
H -2.4856 -1.7205 -1.7249
H -3.0130 0.0619 -1.1250
H -2.1685 -1.3725 -0.0226
H -0.7941 -0.4470 -2.5309
H 1.3594 -0.7877 -2.6858
H 1.5052 -0.5044 1.0211
H -1.4727 1.5159 2.0011

Results of the Mulliken charge analysis, in e, for atoms 1 through 6:
1 C -0.882
2 N -0.192
3 C 0.730
4 C -0.171
5 O -0.440
6 C -0.673

=====

Which one sits at the bottom of the stability order? <Q> does.

=====

<P>
Here is 2 unconnected molecules or ions with the total composition CH4NO2SSi from OMol25. Energies are from wB97M-V/def2-TZVPD.

Net charge: -1
E_HOMO, eV: -3.08

Geometry (Å):
C -2.6501 0.1220 0.1192
N -0.0946 0.5221 -0.4222
O -2.3061 0.0245 1.1815
O -3.2601 0.1868 -0.8815
Si 1.4069 -0.0829 -1.2913
S 2.8917 0.1464 0.6296
H 0.0411 0.2015 0.5216
H -0.1126 1.4846 -0.2670
H 1.2333 -1.4272 -0.7689
H 2.8505 -1.1779 1.1789

Results of the Mulliken charge analysis, in e, for atoms 1 through 6:
1 C 0.735
2 N -0.465
3 O -0.333
4 O -0.441
5 Si -0.317
6 S -0.553

=====

<Q>
Here is 2 unconnected molecules or ions with the total composition CH4NO2SSi from OMol25. Energies are from wB97M-V/def2-TZVPD.

Net charge: -1
E_HOMO, eV: -3.77

Geometry (Å):
C 0.8413 -1.1528 0.3520
N -1.6175 0.3940 0.0055
O 0.6948 -2.3669 0.4065
O 1.7220 -0.4156 1.1021
Si -0.1955 -0.1678 -0.8423
S -0.1451 -0.3921 -2.8161
H -1.7583 0.3761 1.0348
H -2.1482 1.1957 -0.3171
H 0.9795 1.9609 0.2454
H 1.6270 0.5684 0.8292

Results of the Mulliken charge analysis, in e, for atoms 1 through 6:
1 C 0.793
2 N -0.345
3 O -0.602
4 O -0.351
5 Si -0.326
6 S -0.480

=====

Which one sits at the bottom of the stability order? <Q> does.

=====

<P>
Here is a gas-phase ion, C7H12O (charge -1) from OMol25. Energies are from wB97M-V/def2-TZVPD.

Net charge: -1
E_HOMO (alpha / beta), eV: 0.88 / -3.34
2S+1: 2

Geometry (Å):
O 0.2506 -3.4754 -0.6582
C 0.0169 -2.6290 -1.5414
C -0.8076 -1.3889 -1.4379
C 0.1036 -0.2028 -1.3191
C 0.8394 -0.0937 0.0034
C 0.0052 0.3565 1.2367
C -0.2172 1.8369 1.2123
C -0.1437 2.6428 2.2623
H 0.5260 -2.7851 -2.5257
H -1.4659 -1.4699 -0.5645
H -1.5220 -1.2610 -2.2970
H 0.8296 -0.0874 -2.1245
H -0.4847 0.7531 -1.4416
H 1.5922 0.6979 -0.1321
H 1.4331 -0.9948 0.1798
H 0.6799 0.1281 2.0704
H -0.8952 -0.2338 1.3742
H -0.4835 2.2373 0.2379
H -0.4169 3.6913 2.2258
H 0.1602 2.2778 3.2392

Results of the Mulliken charge analysis, in e, for atoms 1 through 6:
1 O -0.693
2 C -0.544
3 C -0.352
4 C -1.003
5 C -0.745
6 C -0.464

=====

<Q>
Here is a gas-phase ion, C7H12O (charge -1) from OMol25. Energies are from wB97M-V/def2-TZVPD.

Net charge: -1
E_HOMO (alpha / beta), eV: 0.92 / -2.66
2S+1: 2

Geometry (Å):
C 2.1043 -1.0970 2.2286
C 2.0153 0.3285 1.6500
C 2.2957 0.4119 0.1627
C 1.0806 0.1379 -0.6754
C -0.2292 0.0504 -0.2478
C -1.3542 -0.2093 -1.1197
C -2.5296 0.4575 -0.9607
O -3.6682 -0.0019 -1.6731
H 2.0924 -1.8507 1.4548
H 1.2286 -1.3822 2.8311
H 2.9065 -1.2182 2.9509
H 2.8302 0.8161 2.1866
H 1.2078 0.9472 2.0198
H 3.2035 -0.1731 -0.0642
H 2.6792 1.4100 -0.0972
H 1.2246 0.0958 -1.7517
H -0.5054 0.0672 0.8009
H -1.2673 -1.0127 -1.8445
H -2.6654 1.3811 -0.4092
H -4.5072 0.2386 -1.2647

Results of the Mulliken charge analysis, in e, for atoms 1 through 6:
1 C -1.172
2 C -0.709
3 C -0.585
4 C -0.588
5 C -0.371
6 C -0.612

=====

Which one sits at the bottom of the stability order? <Q> does.